Here is a 4-piece molecular cluster, C32H62I2N2O15P3 overall from OMol25. Energies are from ωB97M-V with the def2-TZVPD basis set.

Calculated values
Total charge ... +1
Electronic energy ... -4113.83107 Ha
Kohn-Sham gap ... 5.864 eV

Last column: Mulliken charge in e.
Geometry (Å):
C 8.425 -9.150 4.420  -1.391
C 7.035 -8.738 3.910  -0.238
C 6.413 -9.839 3.053  -0.576
C 5.030 -9.518 2.410  -0.704
C 3.833 -10.017 3.172  1.088
C 2.775 -9.222 3.654  0.725
C 2.655 -7.725 3.454  -1.701
I 4.246 -6.568 4.281  0.224
C 2.331 -7.439 1.930  -0.289
C 3.231 -6.429 1.230  -1.480
I 0.335 -6.593 1.865  0.195
C 1.741 -9.889 4.321  0.767
C 0.520 -9.168 4.861  -0.117
O -0.558 -9.436 4.445  -0.403
O 0.742 -8.188 5.793  -0.444
C 1.732 -11.276 4.510  -0.972
C 2.777 -11.987 4.012  -0.578
N 3.769 -11.351 3.370  0.443
O 4.774 -12.181 2.864  -0.361
C 4.478 -12.557 1.630  0.536
N 4.390 -12.736 0.499  -0.324
H 9.207 -8.938 3.693  0.347
H 8.458 -10.217 4.657  0.355
H 8.627 -8.628 5.355  0.369
H 7.080 -7.779 3.395  0.295
H 6.414 -8.638 4.805  0.234
H 6.401 -10.743 3.660  0.453
H 7.101 -10.041 2.227  0.419
H 4.947 -8.467 2.155  -0.326
H 5.006 -10.064 1.458  0.507
H 1.782 -7.405 4.003  0.800
H 2.251 -8.382 1.394  0.534
H 4.282 -6.718 1.195  0.359
H 3.120 -5.435 1.658  0.401
H 2.882 -6.343 0.199  0.492
H 0.767 -8.629 6.657  0.371
H 0.914 -11.771 5.014  0.593
H 2.809 -13.064 4.103  0.466
O 0.413 -0.222 1.010  -0.826
P -0.822 -0.321 1.821  1.094
O -1.156 -1.918 1.838  -0.371
C -0.282 -2.799 2.539  0.158
C -0.435 -2.688 4.046  -0.981
O -1.936 0.253 0.786  -0.245
C -1.579 1.066 -0.340  -0.381
C -1.509 0.238 -1.604  -0.928
O -1.683 0.070 3.114  -0.330
C -3.113 0.228 3.136  -0.196
C -3.904 -1.001 2.756  -0.891
H 0.753 -2.608 2.239  0.339
H -0.542 -3.808 2.218  -0.241
H -0.103 -1.712 4.406  0.299
H 0.158 -3.455 4.548  0.364
H -1.479 -2.800 4.339  0.227
H -0.641 1.588 -0.159  0.359
H -2.354 1.827 -0.439  0.264
H -0.916 -0.667 -1.468  0.311
H -1.079 0.818 -2.420  0.157
H -2.509 -0.087 -1.900  0.297
H -3.401 1.087 2.533  0.244
H -3.346 0.489 4.169  0.354
H -3.797 -1.239 1.699  0.250
H -4.961 -0.821 2.953  0.406
H -3.582 -1.870 3.329  0.168
O -1.016 3.496 -3.460  -0.734
P -0.394 3.645 -4.805  1.186
O 0.368 5.085 -4.673  -0.255
C 1.536 5.186 -3.854  -0.326
C 2.749 4.533 -4.492  -1.018
O -1.727 4.065 -5.655  -0.350
C -3.042 3.738 -5.202  -0.497
C -3.673 4.922 -4.502  -0.830
O 0.380 3.185 -6.138  -0.427
C 0.114 3.682 -7.463  -0.206
C 0.307 5.168 -7.648  -0.882
H 1.335 4.752 -2.870  0.294
H 1.720 6.251 -3.716  0.314
H 2.622 3.450 -4.566  0.276
H 3.643 4.730 -3.900  0.414
H 2.905 4.908 -5.503  0.190
H -3.025 2.861 -4.556  0.291
H -3.626 3.473 -6.085  0.328
H -3.000 5.350 -3.759  0.053
H -4.602 4.631 -4.007  0.445
H -3.896 5.715 -5.218  0.350
H -0.877 3.369 -7.785  0.241
H 0.824 3.154 -8.102  0.350
H -0.451 5.744 -7.121  0.246
H 0.232 5.407 -8.710  0.403
H 1.283 5.488 -7.284  0.163
O -4.128 9.726 -3.398  -0.827
P -3.510 9.751 -2.053  1.034
O -4.409 8.721 -1.175  -0.265
C -4.357 7.323 -1.479  -0.370
C -3.056 6.689 -1.020  -1.027
O -4.009 11.202 -1.501  -0.343
C -4.462 12.228 -2.386  -0.359
C -5.975 12.253 -2.454  -1.099
O -2.215 9.736 -1.106  -0.282
C -2.089 10.459 0.129  -0.207
C -3.098 10.096 1.193  -0.907
H -4.502 7.172 -2.552  0.294
H -5.194 6.859 -0.958  0.328
H -2.205 7.077 -1.586  0.256
H -3.087 5.607 -1.158  0.407
H -2.869 6.907 0.032  0.300
H -4.026 12.107 -3.377  0.359
H -4.094 13.175 -1.987  0.336
H -6.380 11.257 -2.630  0.281
H -6.317 12.917 -3.250  0.375
H -6.391 12.604 -1.508  0.290
H -2.086 11.530 -0.065  0.262
H -1.091 10.213 0.494  0.342
H -4.101 10.426 0.929  0.258
H -2.821 10.583 2.130  0.408
H -3.131 9.019 1.353  0.172